# 1
44
Properties=species:S:1:pos:R:3 method="wB97M-V/def2-TZVPD" e_lumo_ev="2.38 / 2.38" multiplicity=3 total_energy_ha=-2967.64833 max_force_ev_per_a=3.1 homo_lumo_gap_ev="6.867 / 7.568" charge=-1 s2=2.01
Ti 0.2828 -0.6950 -0.0583
S -0.3449 -0.2613 2.2933
C -1.2526 -1.7172 2.1200
S -0.9087 -2.5737 0.6161
C -2.1360 -2.0384 3.1045
C -3.0433 -3.0655 2.9149
N -3.6148 -4.0371 2.6974
C -2.4323 -1.2934 4.3042
N -2.6750 -0.9008 5.3375
N -3.3762 1.6077 -2.3685
C -2.1953 2.4244 -2.4341
C -1.0047 1.5402 -2.1419
N -1.1363 0.8999 -0.8575
C -2.3972 0.1220 -0.8129
C -3.6427 1.0193 -1.0934
H -4.6784 3.1534 -0.5655
H -4.1877 2.0516 -2.7252
H -2.2394 3.2137 -1.6338
H -2.2182 2.9030 -3.3677
H -0.0845 2.0717 -2.1580
H -0.9829 0.7953 -2.9108
H -1.1828 1.6299 -0.0924
H -2.4459 -0.3306 0.1712
H -2.4241 -0.6737 -1.5408
H -3.7040 1.7085 -0.2151
H -4.4877 0.4070 -1.1457
C 5.6713 -1.6334 1.7479
N 4.7280 -1.0549 0.8088
C 5.0866 0.1904 0.3545
C 4.1272 0.9820 -0.1102
C 2.7842 0.5311 0.0506
O 1.8216 1.3257 -0.1778
N 2.4917 -0.7648 0.2271
C 3.3747 -1.5280 0.8828
O 3.1335 -2.5695 1.4626
H 6.6529 -1.7638 1.2118
H 5.2854 -2.6214 2.0256
H 5.7893 -0.9341 2.5710
H 6.1586 0.5406 0.5105
H 4.3755 1.9853 -0.4105
F -0.5475 -1.8230 -2.7637
C 0.4594 -1.3982 -1.9821
F 1.5280 -1.2909 -2.7769
F -4.4077 3.8660 -1.0699

***

# 2
90
Properties=species:S:1:pos:R:3 method="wB97M-V/def2-TZVPD" e_lumo_ev="-5.55 / -5.32" multiplicity=2 total_energy_ha=-4710.04823 max_force_ev_per_a=2.1 homo_lumo_gap_ev="7.752 / 7.807" charge=+2 s2=1.05
Mn 1.0751 0.8408 0.6018
C 4.1560 -2.0953 2.5065
C 2.6618 -1.7713 2.4313
O 1.8632 -2.5373 3.3204
P 1.9733 -2.1712 0.7741
O 1.6490 -3.6994 0.7312
O 3.0177 -1.9093 -0.3462
O 0.6922 -1.3901 0.4665
P 2.3759 0.0483 2.5415
O 3.1451 0.3997 3.8662
O 0.9020 0.4281 2.5648
O 2.9691 0.5867 1.2466
H 4.3573 -3.1221 2.2000
H 4.4904 -1.9656 3.5348
H 4.7326 -1.4235 1.8733
H 2.0948 -2.3174 4.2327
H 2.0536 -4.2696 1.4027
H 2.9411 -0.9991 -0.7218
H 3.1663 1.3299 4.1341
C 3.2545 2.0396 -4.2591
N 3.1256 1.4497 -2.9200
C 4.3675 1.1364 -2.2020
C 1.9471 1.2021 -2.3769
C 0.7057 1.6706 -3.0760
O 1.8742 0.5785 -1.2786
H 4.2763 2.3830 -4.3886
H 2.5918 2.8920 -4.3837
H 3.0395 1.3041 -5.0345
H 5.0484 1.9781 -2.3031
H 4.8440 0.2491 -2.6213
H 4.1563 0.9808 -1.1495
H 0.6056 1.1963 -4.0534
H 0.7341 2.7517 -3.2307
H -0.1506 1.4201 -2.4591
C -2.8300 -3.5873 -2.1635
Si -1.1220 -2.8909 -1.8985
C 0.1410 -4.2498 -1.9298
C -0.6805 -1.5811 -3.1364
Si -1.2509 -1.8447 0.2317
Te -1.4721 0.6912 0.3093
Si -3.5793 1.4983 -0.9401
C -4.5968 -0.0364 -1.1000
C -3.1059 2.2190 -2.5733
C -4.3007 2.7117 0.2509
Si -2.0622 -2.6741 2.3138
C -2.1332 -1.2497 3.4927
C -3.7539 -3.2553 1.7739
C -1.0386 -4.0883 2.9351
H -2.8341 -4.2102 -3.0642
H -3.5871 -2.8122 -2.2968
H -3.1405 -4.2216 -1.3290
H 0.0771 -4.7487 -2.9013
H -0.0362 -4.9985 -1.1541
H 1.1590 -3.8726 -1.8090
H -0.6282 -2.0274 -4.1344
H 0.2987 -1.1552 -2.8996
H -1.4154 -0.7717 -3.1594
H -4.1757 -0.7236 -1.8365
H -5.6050 0.2366 -1.4301
H -4.6883 -0.5540 -0.1414
H -2.6565 1.4628 -3.2220
H -2.4014 3.0471 -2.4602
H -4.0004 2.6047 -3.0743
H -4.8416 2.1866 1.0416
H -5.0057 3.3716 -0.2642
H -3.5360 3.3333 0.7220
H -2.8346 -0.4881 3.1483
H -1.1523 -0.7777 3.6000
H -2.4594 -1.5980 4.4773
H -4.4183 -2.4174 1.5438
H -4.2253 -3.8379 2.5718
H -3.6989 -3.8970 0.8903
H -0.0119 -3.7810 3.1463
H -1.0175 -4.9137 2.2181
H -1.4799 -4.4634 3.8634
C 2.0104 4.4430 1.4279
C 0.6255 3.7984 1.1756
C -0.2665 4.7764 0.3961
C -0.0342 3.4691 2.5151
C 0.9338 2.6210 0.2983
H 1.9016 5.2647 2.1387
H 2.4372 4.8437 0.5051
H 2.7146 3.7164 1.8395
H -0.5137 5.6398 1.0160
H -1.2027 4.2936 0.0954
H 0.2344 5.1406 -0.5058
H -0.1343 4.3825 3.1048
H 0.5458 2.7502 3.0923
H -1.0343 3.0512 2.3740
H 1.1460 2.9798 -0.7092

***

# 3
25
Properties=species:S:1:pos:R:3 method="wB97M-V/def2-TZVPD" e_lumo_ev=0.68 multiplicity=1 total_energy_ha=-443.05493 max_force_ev_per_a=1.6 homo_lumo_gap_ev=9.313 charge=0 smiles=CCCNC.O.O.O
C -2.2098 -1.1855 1.5732
C -0.8563 -1.2052 0.8612
C 0.2048 -0.3692 1.5975
N 0.8798 0.5228 0.6521
C 1.8167 1.4742 1.2484
H -2.9596 -0.5090 1.1564
H -2.6942 -2.1651 1.5349
H -2.1263 -0.9288 2.6303
H -0.5194 -2.2405 0.8021
H -0.9327 -0.8389 -0.1595
H -0.3203 0.2520 2.3142
H 0.9396 -0.9897 2.1212
H 1.2645 -0.0409 -0.0864
H 1.5941 1.6557 2.2967
H 2.8579 1.2650 1.0175
H 1.6144 2.4411 0.7666
O -0.5019 1.9078 -1.5343
H -0.6004 1.7340 -0.5924
H 0.3934 1.6283 -1.7467
O -0.8297 -0.8490 -2.9130
H -0.8493 0.0073 -2.4804
H -1.6833 -0.9302 -3.3441
O 1.9270 0.0312 -2.2432
H 1.5664 -0.8667 -2.2817
H 2.0245 0.1991 -3.1905